(1)
{"formula": "H14O7", "method": "wB97M-V/def2-TZVPD", "multiplicity": 1, "e_tot_ha": -535.038420, "max_force_ev_per_a": 0.3, "lumo_energy_ev": -0.59, "smiles": "O.O.O.O.O.O.O", "gap_ev": 10.86, "mol_weight_g_mol": 126.1, "elements": ["O", "H", "H", "O", "H", "H", "O", "H", "H", "O", "H", "H", "O", "H", "H", "O", "H", "H", "O", "H", "H"], "xyz": [[2.2307, -0.3686, -0.5659], [2.4368, -0.0481, 0.3194], [1.3417, -0.0365, -0.7344], [1.3603, 2.0945, -3.0076], [0.4771, 2.1782, -2.6310], [1.9493, 2.2405, -2.2587], [-2.1211, -2.1881, 1.9811], [-2.2795, -1.4061, 1.4403], [-2.4212, -1.9301, 2.8599], [-1.0805, 4.1813, 0.9998], [-1.8722, 4.3794, 1.5127], [-0.8682, 3.2718, 1.2380], [0.1598, -3.1084, -0.7493], [0.0004, -3.4021, -1.6534], [0.9846, -2.6129, -0.8057], [-2.5169, 0.9927, -2.4920], [-1.9653, 1.7745, -2.3757], [-2.8368, 0.7972, -1.6040], [2.6818, -2.2162, 3.0338], [1.8312, -2.4820, 3.4009], [2.5081, -2.1111, 2.0916]], "atomic_forces_ev_per_a": [[-0.145, 0.018, 0.182], [0.088, -0.029, -0.024], [0.019, -0.066, -0.137], [-0.138, -0.012, 0.250], [0.103, 0.026, -0.146], [0.079, -0.027, -0.106], [-0.038, 0.238, 0.136], [0.047, -0.172, -0.041], [-0.003, -0.085, -0.044], [-0.096, -0.216, 0.041], [0.063, 0.069, -0.057], [0.034, 0.120, 0.019], [0.047, 0.086, -0.136], [-0.025, -0.007, 0.097], [0.064, 0.046, 0.024], [0.152, 0.076, 0.220], [-0.165, -0.007, -0.094], [-0.045, -0.028, -0.122], [-0.140, 0.118, -0.082], [0.072, -0.022, -0.028], [0.027, -0.127, 0.046]]}

=====

(2)
{"formula": "H14O7", "method": "wB97M-V/def2-TZVPD", "multiplicity": 1, "e_tot_ha": -535.013109, "max_force_ev_per_a": 2.6, "lumo_energy_ev": -0.19, "smiles": "O.O.O.O.O.O.O", "gap_ev": 9.89, "mol_weight_g_mol": 126.1, "elements": ["O", "H", "H", "O", "H", "H", "O", "H", "H", "O", "H", "H", "O", "H", "H", "O", "H", "H", "O", "H", "H"], "xyz": [[-20.4525, -6.9666, -19.3709], [-20.1452, -7.1950, -20.2482], [-21.4034, -6.9015, -19.4591], [-17.9136, -8.8709, -19.7176], [-17.0202, -8.6643, -19.9922], [-18.4701, -8.3756, -20.3186], [-18.5430, -5.5410, -19.1159], [-19.3493, -6.0049, -19.3417], [-18.2338, -5.9713, -18.3187], [-19.4215, -6.8790, -21.4052], [-19.9505, -6.0931, -21.5424], [-18.7219, -6.8140, -22.0552], [-22.7887, -7.2821, -20.7852], [-23.1101, -6.4258, -21.0677], [-23.5407, -7.6913, -20.3571], [-22.8371, -6.4223, -17.0144], [-22.5760, -6.9114, -17.7946], [-22.0140, -6.2287, -16.5658], [-19.6708, -8.3704, -17.5021], [-18.8491, -7.8794, -17.5105], [-20.1320, -8.0801, -18.2890]], "atomic_forces_ev_per_a": [[-2.425, -0.173, 0.924], [-0.084, -0.926, -0.093], [-0.482, 0.052, -0.226], [0.140, -0.270, 0.059], [0.269, 0.055, -0.059], [-0.065, 0.099, -0.053], [1.740, 1.273, 0.075], [-0.205, 0.226, 0.544], [0.088, 0.077, 0.124], [0.726, 0.172, -2.468], [-0.076, 0.439, -0.161], [0.357, -0.154, -0.154], [0.194, 0.036, 0.082], [-0.195, 0.287, -0.151], [-0.303, -0.254, 0.074], [-0.421, 0.175, -0.107], [0.101, -0.203, 0.061], [0.313, -0.047, 0.135], [0.012, -0.770, 1.629], [0.144, -0.187, -0.117], [0.173, 0.092, -0.119]]}

=====

(3)
{"formula": "H14O7", "method": "wB97M-V/def2-TZVPD", "multiplicity": 1, "e_tot_ha": -534.389844, "max_force_ev_per_a": 8.4, "lumo_energy_ev": -1.61, "gap_ev": 8.78, "mol_weight_g_mol": 126.1, "elements": ["H", "H", "H", "H", "H", "H", "H", "H", "H", "H", "H", "H", "H", "H", "O", "O", "O", "O", "O", "O", "O"], "xyz": [[-0.3732, -1.7990, -0.4312], [-0.1205, -3.7403, 0.0647], [-2.9413, -1.8824, 1.2902], [-2.4857, 0.4882, 0.9501], [-1.3605, -0.2057, -0.6002], [-2.3400, -1.2213, -0.4745], [0.3454, 2.8546, 1.3548], [1.3171, 2.2042, 0.2947], [2.4017, 0.9064, -1.8554], [2.7430, 0.2035, 0.2871], [-0.8498, 2.3554, -0.5575], [-2.4472, 2.2656, -0.7720], [2.3931, -1.6307, 0.0386], [2.7443, -1.3531, 1.4443], [0.4437, -2.1598, -0.1378], [-3.1538, -0.5367, 0.5512], [-1.4864, -1.2175, -0.9258], [0.6133, 3.0819, 0.1509], [2.7869, 1.2288, -0.2689], [-1.5856, 1.6894, -0.4866], [3.3552, -1.5315, 0.0833]], "atomic_forces_ev_per_a": [[-2.430, 0.519, -0.864], [1.809, 4.946, -0.663], [-0.445, 5.305, -2.054], [-2.526, -4.819, -1.416], [0.252, -2.915, -1.871], [-0.607, -0.574, -0.120], [0.713, 1.668, -5.483], [-1.577, 2.989, -1.860], [1.153, 0.666, 5.241], [0.643, 3.754, -3.262], [0.003, -0.498, 0.567], [3.104, -2.309, 0.957], [-0.906, -0.961, -1.759], [2.953, -0.754, -4.258], [3.007, -6.585, 2.516], [1.218, 0.180, 5.110], [0.086, 4.340, -0.892], [1.262, -4.581, 6.905], [-1.840, -4.063, -2.022], [-3.289, 2.508, -1.037], [-2.586, 1.185, 6.264]]}